[1]
The following is a DFT calculation (ωB97M-V/def2-TZVPD) of C5H10O as an isolated structure at a distorted geometry.

Results
- charge = 0
- multiplicity = 1
- LUMO level (eV) = 0.059
- energy above the lowest of the compared OMol25 structures with the same formula, charge and spin (kJ/mol) = 449.4
- largest force on an atom (eV Å⁻¹) = 2.3
- E_tot (eV) = -7390.1073

Positions of all 16 atoms, in Å:
C  2.164  -0.608  -1.000
C  1.168  0.484  -0.611
C  -2.233  0.005  1.153
O  -2.332  -1.208  0.639
C  -0.972  0.704  0.672
C  -0.045  -0.134  0.066
H  2.392  -1.198  -0.133
H  1.730  -1.302  -1.721
H  3.096  -0.231  -1.417
H  1.655  1.186  0.056
H  0.800  0.958  -1.503
H  -2.164  -0.005  2.258
H  -3.068  0.713  0.937
H  -0.182  -1.190  0.256
H  -0.872  1.758  0.865
H  -1.136  0.070  -0.517

---

[2]
The following is a DFT calculation (ωB97M-V/def2-TZVPD) of one molecule with the formula C5H10O at a distorted geometry.

Results
- charge = 0
- multiplicity = 1
- SMILES = C[C@H]1CC[C@H]1O
- LUMO level (eV) = 0.850
- energy above the lowest of the compared OMol25 structures with the same formula, charge and spin (kJ/mol) = 113.8
- largest force on an atom (eV Å⁻¹) = 1.3
- E_tot (eV) = -7393.5863

Positions of all 16 atoms, in Å:
C  1.511  -0.921  -0.158
C  0.419  -0.166  0.582
C  0.291  1.342  0.240
C  -0.881  1.009  -0.719
C  -1.037  -0.294  0.096
O  -1.527  -1.482  -0.472
H  1.387  -2.002  -0.037
H  1.533  -0.706  -1.232
H  2.487  -0.644  0.260
H  0.479  -0.408  1.646
H  -0.056  1.927  1.097
H  1.179  1.821  -0.183
H  -1.741  1.684  -0.756
H  -0.517  0.876  -1.747
H  -1.634  -0.164  1.045
H  -1.894  -1.901  0.332

---

[3]
The following is a DFT calculation (ωB97M-V/def2-TZVPD) of a 2-piece molecular cluster, C5H10O2 overall.

Results
- charge = 0
- multiplicity = 1
- SMILES = C/C=C\CC=O.O
- LUMO level (eV) = 0.818
- energy above the lowest of the compared OMol25 structures with the same formula, charge and spin (kJ/mol) = 174.9
- largest force on an atom (eV Å⁻¹) = 0.5
- E_tot (eV) = -9441.2301

Positions of all 17 atoms, in Å:
C  -1.823  -0.110  -0.023
C  -1.172  0.889  0.891
C  0.128  1.063  1.138
C  1.286  0.291  0.539
C  1.085  -1.204  0.578
O  1.059  -1.921  -0.401
H  -2.498  0.399  -0.721
H  -2.439  -0.816  0.549
H  -1.108  -0.691  -0.609
H  -1.864  1.558  1.402
H  0.404  1.862  1.822
H  2.188  0.499  1.130
H  1.477  0.589  -0.498
H  0.956  -1.647  1.586
O  0.814  0.008  -2.592
H  0.937  -0.805  -2.073
H  -0.097  0.271  -2.409

---

[4]
The following is a DFT calculation (ωB97M-V/def2-TZVPD) of a 2-piece molecular cluster, C5H10O2 overall at a distorted geometry.

Results
- charge = 0
- multiplicity = 1
- SMILES = CC#CCOC.O
- LUMO level (eV) = 0.819
- energy above the lowest of the compared OMol25 structures with the same formula, charge and spin (kJ/mol) = 350.2
- largest force on an atom (eV Å⁻¹) = 2.5
- E_tot (eV) = -9439.4136

Positions of all 17 atoms, in Å:
C  -0.705  2.196  2.606
C  -0.268  1.152  1.609
C  0.206  0.306  0.862
C  0.784  -0.842  0.075
O  0.639  -0.621  -1.306
C  1.202  -1.699  -2.054
H  -0.163  2.065  3.520
H  -0.444  3.209  2.260
H  -1.800  2.218  2.749
H  1.814  -0.951  0.340
H  0.217  -1.766  0.430
H  0.537  -1.945  -2.876
H  1.388  -2.559  -1.406
H  2.171  -1.335  -2.404
O  -1.865  0.489  -1.721
H  -2.582  0.282  -1.099
H  -1.132  -0.199  -1.586

---

[5]
The following is a DFT calculation (ωB97M-V/def2-TZVPD) of a 2-piece molecular cluster, C5H10O2 overall at a distorted geometry.

Results
- charge = 0
- multiplicity = 1
- SMILES = C/C=C/CC=O.O
- LUMO level (eV) = 0.959
- energy above the lowest of the compared OMol25 structures with the same formula, charge and spin (kJ/mol) = 251.1
- largest force on an atom (eV Å⁻¹) = 1.6
- E_tot (eV) = -9440.4404

Positions of all 17 atoms, in Å:
C  -2.525  -0.319  -0.123
C  -1.193  0.280  -0.479
C  -0.128  0.210  0.329
C  1.121  1.022  0.134
C  2.402  0.367  0.605
O  3.370  0.202  -0.099
H  -3.123  -0.624  -0.987
H  -2.416  -1.186  0.538
H  -3.093  0.446  0.418
H  -1.138  0.936  -1.347
H  -0.145  -0.425  1.214
H  0.959  1.920  0.745
H  1.256  1.337  -0.907
H  2.425  0.053  1.671
O  0.655  -1.685  -0.745
H  -0.108  -1.137  -1.061
H  1.446  -1.350  -1.187

---

[6]
The following is a DFT calculation (ωB97M-V/def2-TZVPD) of a 2-piece molecular cluster, C5H10O2 overall.

Results
- charge = 0
- multiplicity = 1
- SMILES = CO[C@H]1C/C1=C/O.[H][H]
- LUMO level (eV) = 1.017
- energy above the lowest of the compared OMol25 structures with the same formula, charge and spin (kJ/mol) = 420.8
- largest force on an atom (eV Å⁻¹) = 0.3
- E_tot (eV) = -9438.6815

Positions of all 17 atoms, in Å:
C  -0.620  2.297  -1.244
O  0.217  1.207  -0.934
C  -0.360  0.356  0.005
C  -1.367  -0.701  -0.452
C  -0.002  -1.057  -0.042
C  0.953  -1.959  0.087
O  2.233  -1.692  0.463
H  -0.845  2.900  -0.351
H  -1.569  1.962  -1.687
H  -0.083  2.916  -1.967
H  -0.545  0.826  0.977
H  -2.210  -0.929  0.198
H  -1.592  -0.724  -1.518
H  0.804  -3.020  -0.089
H  2.330  -0.729  0.512
H  1.153  -0.628  3.283
H  1.503  -1.024  2.760

---

[7]
The following is a DFT calculation (ωB97M-V/def2-TZVPD) of C5H10O2 as an isolated structure.

Results
- charge = 0
- multiplicity = 1
- LUMO level (eV) = 0.921
- energy above the lowest of the compared OMol25 structures with the same formula, charge and spin (kJ/mol) = 482.4
- largest force on an atom (eV Å⁻¹) = 0.4
- E_tot (eV) = -9438.0435

Positions of all 17 atoms, in Å:
C  2.145  -0.075  -0.549
C  0.826  0.260  0.117
O  0.055  1.052  -0.756
C  -1.221  1.219  -0.169
C  -1.685  -0.131  0.367
C  0.032  -1.028  0.419
O  -0.030  -1.979  -0.492
H  2.671  0.846  -0.814
H  1.949  -0.662  -1.448
H  2.781  -0.663  0.121
H  0.983  0.801  1.068
H  -1.875  1.619  -0.946
H  -1.165  1.955  0.649
H  -1.967  -0.163  1.420
H  -2.530  -0.551  -0.206
H  0.062  -1.331  1.484
H  -1.101  -1.193  -0.237

---

[8]
The following is a DFT calculation (ωB97M-V/def2-TZVPD) of a 2-piece molecular cluster, C5H10O2 overall at a distorted geometry.

Results
- charge = 0
- multiplicity = 1
- SMILES = O[C@H]1[C@H]2CCO[C@@H]12.[H][H]
- LUMO level (eV) = 0.815
- energy above the lowest of the compared OMol25 structures with the same formula, charge and spin (kJ/mol) = 487.1
- largest force on an atom (eV Å⁻¹) = 1.3
- E_tot (eV) = -9437.9943

Positions of all 17 atoms, in Å:
O  -0.953  0.485  -2.048
C  0.182  0.433  -1.251
C  0.229  0.641  0.200
C  -1.123  0.555  0.897
C  -0.935  -0.724  1.680
O  -0.433  -1.586  0.649
C  0.465  -0.803  -0.129
H  -0.623  0.343  -2.946
H  1.005  0.988  -1.743
H  0.986  1.289  0.631
H  -1.356  1.463  1.448
H  -1.903  0.366  0.148
H  -1.840  -1.165  2.104
H  -0.203  -0.572  2.495
H  1.256  -1.444  -0.462
H  2.665  0.029  -1.110
H  2.707  -0.311  -0.453